15
Properties=species:S:1:pos:R:3 method="wB97M-V/def2-TZVPD" e_tot_ev=-29464.8210 multiplicity=1 gap_ev=9.11 charge=0 de_lowest_kj_mol=479.5
C 1.16 0.32 -0.17
C -0.40 0.56 -0.05
C -0.98 -0.45 1.13
C -1.42 -0.12 -1.14
H 3.55 -2.01 0.12
H 1.90 1.21 -0.65
H -1.58 1.98 0.39
H -0.17 -0.82 1.85
H -1.80 -0.07 1.71
H -2.33 0.66 -1.04
H -0.96 -0.16 -2.23
N 1.64 -0.92 0.11
O -0.55 1.95 0.18
S 3.48 -0.45 -0.10
S -1.53 -1.67 -0.10